The following is a quantum chemistry calculation of a structure of composition C24H26IN5NiO2 in a non-equilibrium geometry, from OMol25.

Properties
Relative energy (zero: lowest compared OMol25 entry of this formula, charge and spin): 13.8 kcal per mole
Kohn-Sham gap (spin up / spin down): 0.2327 / 0.2307 Ha
E_HOMO (spin up / spin down): -6.940 / -6.899 eV
LUMO level (spin up / spin down): -0.608 / -0.622 eV
F_max: 0.0521 Eh/bohr
DFT total energy: -85996.808 eV

```
59
Properties=species:S:1:pos:R:3:forces:R:3:nbo_charge:R:1
Ni -0.69103 -1.68151 -0.24216 -0.6 1.6 -0.9 0.984
C 3.69337 -1.60231 0.56204 0.0 0.0 0.0 -0.250
C 2.31437 -1.70571 0.56984 0.3 -0.1 0.3 0.049
N 1.55587 -1.32131 -0.45186 -0.9 -0.3 0.4 -0.479
C 2.15167 -0.78781 -1.50876 0.1 0.1 -0.3 0.079
C 3.53307 -0.60381 -1.60116 -0.2 -0.3 0.5 -0.096
C 4.31667 -1.04771 -0.53966 -0.3 0.0 -0.1 -0.138
C 4.14277 -0.11341 -2.83476 0.1 0.3 -0.5 -0.147
C 3.87887 1.02619 -3.47736 0.3 -0.6 -0.1 -0.203
C 3.06447 2.13859 -3.00736 -0.5 0.7 -0.1 0.194
C 2.45717 3.00729 -3.92436 0.1 -0.2 0.3 -0.290
C 1.77627 4.09109 -3.40386 0.1 -0.1 0.0 0.082
N 1.73627 4.33189 -2.09956 -0.2 0.4 0.0 -0.446
C 2.33997 3.45409 -1.31796 -0.2 0.2 0.3 0.268
N 2.98097 2.36659 -1.69516 0.4 -0.4 -0.1 -0.454
H 4.27197 -1.97381 1.39304 0.0 0.0 0.1 0.223
H 1.81227 -2.13781 1.42794 -0.1 0.1 -0.1 0.197
H 1.51397 -0.52931 -2.34446 -0.1 0.1 0.1 0.226
H 5.39157 -0.96311 -0.58216 0.1 0.0 0.0 0.220
H 4.86587 -0.79111 -3.27486 0.0 0.0 -0.1 0.214
H 4.33307 1.19239 -4.44606 0.1 -0.1 0.0 0.215
H 2.52137 2.83579 -4.98736 0.0 0.0 -0.1 0.223
H 1.26137 4.80419 -4.03646 0.0 0.0 -0.1 0.201
H 2.30107 3.65189 -0.25196 0.0 0.0 0.0 0.185
N -0.66683 -2.99571 3.82504 0.0 0.0 0.2 -0.803
C -0.62023 -2.91111 2.48034 0.2 -0.2 0.3 0.662
O -0.53573 -1.84541 1.90624 0.2 -0.1 0.1 -0.636
C -0.64353 -4.27841 1.82584 0.1 -0.2 -0.9 -0.615
I -0.20843 -4.22851 -0.32316 -0.3 -0.1 1.1 0.210
H -0.73283 -2.14591 4.36104 0.0 0.1 0.0 0.424
H -0.79443 -3.87391 4.29654 0.0 0.1 0.0 0.400
H -1.62853 -4.73251 1.93044 0.1 0.0 -0.1 0.255
H 0.10867 -4.92411 2.27334 -0.1 0.0 0.0 0.245
C -2.91663 -1.98351 -0.16126 2.4 -0.4 -1.1 -0.662
C -3.35483 -1.14051 0.88904 -0.6 1.0 1.1 0.004
C -3.53533 -1.61051 2.21684 0.1 0.0 -0.8 -0.258
C -3.78283 -0.75051 3.25184 0.0 0.6 0.2 -0.167
C -3.89753 0.62869 3.01134 0.1 -0.8 -1.0 -0.189
C -3.84513 1.10159 1.68824 -0.2 0.0 0.6 -0.155
C -3.59333 0.23859 0.65684 0.1 -0.7 -0.1 -0.218
C -4.02543 1.52119 4.08514 -0.2 0.7 0.8 0.276
N -4.09833 2.24479 4.97734 0.0 0.1 0.1 -0.347
H -3.07423 -1.62581 -1.17876 -0.2 -0.1 0.2 0.231
H -3.05043 -3.05411 -0.01936 -0.2 0.0 0.0 0.182
H -3.45513 -2.67421 2.41094 0.0 -0.1 0.0 0.189
H -3.88343 -1.11881 4.26464 0.0 0.0 0.0 0.211
H -3.98943 2.15929 1.50604 0.0 0.0 0.0 0.222
H -3.52053 0.60139 -0.35816 0.1 0.0 0.0 0.233
C -0.63123 1.77649 0.58694 0.2 -0.2 -0.5 -0.631
C -0.41163 1.26789 -0.85086 0.4 0.6 0.5 0.124
C -1.00603 2.26159 -1.87096 0.4 -0.4 0.4 -0.623
O -0.94083 0.03369 -1.05766 -1.1 -1.7 -0.5 -0.921
H -0.03133 2.66409 0.76384 0.1 0.2 0.2 0.191
H -0.33373 0.99199 1.28234 0.0 0.0 0.1 0.205
H -1.67493 2.01309 0.76554 0.0 0.1 0.0 0.200
H 0.69097 1.26329 -1.01056 -0.1 0.1 0.0 0.108
H -2.07383 2.37309 -1.70726 -0.2 0.0 0.0 0.197
H -0.84253 1.88309 -2.87836 0.0 0.0 -0.1 0.201
H -0.52373 3.22819 -1.76486 0.0 0.2 0.0 0.202
```
Forces are in eV/Å.

The following is a quantum chemistry calculation of a structure of composition C24H26LaN4S2Si in a non-equilibrium geometry, from OMol25.

Properties
Relative energy (zero: lowest compared OMol25 entry of this formula, charge and spin): 21.5 kcal per mole
Kohn-Sham gap: 0.2613 Ha
E_HOMO: -10.350 eV
LUMO level: -3.238 eV
Total charge: +1
F_max: 0.0767 Eh/bohr
DFT total energy: -61671.320 eV

```
58
Properties=species:S:1:pos:R:3:forces:R:3:mulliken_charge:R:1
C -0.06916 1.25457 1.89033 -0.2 -0.6 0.3 -0.854
C -1.07399 0.25894 2.03821 0.4 0.3 0.0 -0.432
C -0.68651 -0.61119 3.08904 0.3 0.0 0.1 -0.798
H -2.02474 0.24773 1.51613 0.2 -0.2 0.0 0.581
C 0.55597 -0.14456 3.61227 -0.3 0.6 -0.2 -0.661
C 0.93310 1.00384 2.86543 -0.4 -0.4 0.3 -0.385
H 1.75694 1.66973 3.09801 0.0 -0.2 -0.1 0.523
H -0.11687 2.13361 1.25808 0.0 -0.3 0.0 0.492
H -1.29234 -1.40708 3.51776 0.1 0.1 -0.2 0.559
H 1.05254 -0.49000 4.51477 0.0 -0.1 -0.2 0.487
La 1.27549 -1.23925 1.04175 -3.6 0.4 1.6 1.125
C 1.28394 -1.31445 -1.27675 0.1 0.0 -2.3 -1.638
H 2.30746 -1.75064 -1.36458 -0.2 0.1 -0.2 0.494
H 1.24427 -0.42930 -1.92740 0.2 -0.4 -0.1 0.254
H 0.58075 -2.04177 -1.72913 0.4 0.2 0.0 0.534
Si -2.28817 0.63295 -1.68232 2.4 -1.9 -0.8 -0.128
C -2.17613 1.40415 -3.34395 0.0 0.9 0.0 0.293
C -2.85119 2.63716 -3.49239 0.2 -0.5 -0.4 -0.336
H -3.37806 3.04943 -2.62335 -0.2 -0.2 -0.6 0.310
C -2.75553 3.33684 -4.69706 0.2 0.1 0.2 -0.542
H -3.32330 4.26389 -4.82422 0.3 -0.3 0.0 0.350
C -1.90133 2.87110 -5.70625 -0.3 -0.3 0.6 -0.346
H -1.83180 3.42581 -6.63013 0.1 0.0 -0.1 0.399
C -1.11608 1.73201 -5.49236 0.2 -0.1 0.2 -0.660
H -0.38953 1.42543 -6.24895 -0.2 0.1 0.2 0.357
C -1.21907 1.01223 -4.29220 -0.5 0.4 -0.4 -0.136
H -0.54226 0.18829 -4.04921 -0.3 0.1 -0.4 0.329
C -2.87615 -1.07123 -1.18222 -0.9 -0.7 -0.4 0.467
C -4.27832 -1.18950 -1.09924 0.1 -0.2 1.2 -0.795
H -4.88688 -0.67847 -1.84308 -0.1 0.2 0.4 0.468
C -4.85857 -1.87422 -0.00787 0.3 -0.1 -0.7 -0.438
H -5.93726 -1.79841 0.19719 0.6 -0.2 -0.2 0.391
C -4.03125 -2.65384 0.80644 -0.1 0.0 0.0 -0.550
H -4.47532 -3.21581 1.62745 0.1 0.2 -0.1 0.377
C -2.66077 -2.77749 0.54116 -0.2 -0.1 -0.3 -0.399
H -2.04820 -3.47062 1.13128 -0.3 0.2 -0.3 0.391
C -2.08661 -2.00154 -0.46609 -0.3 0.7 0.3 0.099
H -1.01644 -2.05729 -0.68582 -0.4 0.2 0.2 0.047
H -0.86121 0.46129 -1.30514 0.2 0.2 0.2 0.138
H -2.80440 1.54826 -0.77578 -1.0 1.3 1.2 -0.196
N 2.33418 -3.33052 3.65352 0.1 -0.2 -0.4 -0.291
C 3.33140 -2.46556 3.35373 -0.1 1.4 -0.9 0.673
N 3.24094 -1.64979 2.29382 1.8 -0.6 1.7 0.015
C 4.22836 -0.63951 2.30684 0.4 -1.8 2.1 0.076
C 5.13400 -0.80448 3.33265 -0.5 0.4 -1.0 -0.354
S 4.70731 -2.15402 4.36393 -0.1 0.4 -0.8 -0.155
C 3.99105 0.52293 1.49387 -0.5 2.8 -1.0 -0.096
C 4.58185 1.76789 1.61688 -0.2 -1.7 0.2 -0.379
S 3.78538 2.96894 0.67655 0.0 -0.8 0.0 -0.179
C 2.66630 1.74910 0.10747 0.5 -0.6 0.7 0.472
N 2.84784 0.54488 0.65131 1.5 1.5 -0.6 -0.058
N 1.68554 2.11557 -0.74336 0.4 -0.1 0.0 -0.156
H 2.37126 -3.85860 4.51129 -0.2 0.0 -0.2 0.220
H 1.49994 -3.38887 3.05758 0.8 -0.1 0.9 0.003
H 5.98479 -0.14513 3.51302 -0.3 -0.5 0.2 0.390
H 5.41390 1.98088 2.27238 -0.1 0.2 -0.2 0.403
H 1.83147 3.03207 -1.13791 -0.4 -0.1 -0.3 0.275
H 1.23152 1.41364 -1.32338 0.0 0.2 0.3 -0.029
```
Forces are in eV/Å.

The following is a quantum chemistry calculation of a structure of composition C24H26LaN4Si in a non-equilibrium geometry, from OMol25.

Properties
Relative energy (zero: lowest compared OMol25 entry of this formula, charge and spin): 0.0 kcal per mole
Kohn-Sham gap (spin up / spin down): 0.2017 / 0.1563 Ha
E_HOMO (spin up / spin down): -8.718 / -7.406 eV
LUMO level (spin up / spin down): -3.231 / -3.153 eV
Total charge: +1
F_max: 0.0749 Eh/bohr
DFT total energy: -39998.355 eV

```
56
Properties=species:S:1:pos:R:3:forces:R:3:mulliken_charge:R:1
C 0.76590 2.55636 3.76687 -0.7 0.6 -0.4 -0.435
C 1.14544 2.88680 2.43616 0.0 0.9 0.1 -0.864
C 0.05753 2.59435 1.57213 -0.5 0.8 0.2 -0.444
H 2.11846 3.31685 2.15965 -0.6 -0.3 0.0 0.463
C -1.01426 2.07782 2.37185 0.5 1.3 0.4 -0.538
C -0.57544 2.06977 3.72572 -0.1 0.9 -0.3 -0.498
H -1.19369 1.83224 4.58303 0.2 -0.2 -0.1 0.435
H 1.35384 2.71819 4.66581 -0.1 -0.2 -0.2 0.555
H 0.00122 2.77566 0.49923 0.1 -0.1 0.3 0.642
H -2.00760 1.84044 2.03060 0.0 -0.2 -0.1 0.508
La 0.84712 0.32099 2.42951 1.2 -3.0 -0.2 1.322
C -0.91020 -2.29861 -2.06306 -1.2 -0.4 3.4 -1.370
H -1.97350 -2.05124 -1.83061 0.6 -0.4 -0.1 0.381
H -0.38113 -1.33198 -1.47247 -0.3 -1.1 -1.5 0.173
H 0.98952 0.82033 -0.82931 0.3 0.5 -0.3 -0.378
Si 0.44812 0.09792 -2.03643 0.0 0.0 -1.3 0.466
C 1.78224 -0.45053 -3.27311 0.6 0.8 0.3 0.455
C 2.61912 0.67422 -3.49092 0.0 -0.6 0.2 -0.538
H 2.30841 1.63484 -3.04958 0.5 -0.3 -0.2 0.254
C 3.79951 0.55595 -4.22306 -0.3 0.5 0.2 -0.668
H 4.43111 1.42990 -4.30901 0.1 0.0 -0.1 0.378
C 4.15179 -0.64523 -4.82397 -0.7 -0.1 0.3 -0.482
H 5.07445 -0.72627 -5.37721 0.1 -0.1 -0.1 0.409
C 3.27269 -1.72461 -4.73521 -0.7 0.0 0.3 -0.469
H 3.51108 -2.64736 -5.26531 -0.1 0.2 0.2 0.379
C 2.08286 -1.63410 -3.96944 0.2 0.0 0.1 -0.025
H 1.37758 -2.47874 -3.91036 0.6 0.3 0.0 0.222
C -0.79068 1.01705 -3.13918 -0.6 -0.6 0.6 0.334
C -0.56347 1.29855 -4.50588 0.0 0.2 0.5 -0.094
H 0.33841 0.90343 -4.99855 -0.4 0.5 0.3 0.315
C -1.51101 2.03885 -5.22138 0.1 -0.4 0.0 -0.629
H -1.32116 2.29906 -6.26260 0.0 -0.1 0.3 0.374
C -2.72556 2.38480 -4.63022 0.1 -0.1 0.0 -0.402
H -3.48329 2.92053 -5.19718 0.2 0.0 0.1 0.369
C -3.01634 1.96451 -3.33713 -0.4 -0.3 0.4 -0.558
H -4.01148 2.14874 -2.91548 0.4 0.0 -0.2 0.358
C -2.07759 1.24910 -2.59135 0.5 0.4 -0.5 -0.381
H -2.34195 0.82654 -1.60857 0.2 0.5 -0.4 0.307
H -0.53844 -3.09226 -1.35159 -0.5 0.5 -1.0 0.306
H -0.84836 -2.56792 -3.08399 0.7 0.2 -1.0 0.513
N -0.30870 -1.62541 6.22374 -0.8 -1.3 2.0 -0.125
C 0.55645 -0.87820 7.01694 0.3 0.4 -0.4 -0.471
C 1.25422 -0.08326 6.15606 -0.6 -0.3 -0.3 -0.544
N 0.84525 -0.33889 4.82995 0.0 -0.1 0.1 -0.265
C -0.13577 -1.28014 4.93614 -1.3 -0.9 -2.7 0.276
C -0.93602 -1.83818 3.83027 2.5 2.6 1.5 0.266
N -0.97555 -1.34279 2.55171 -0.3 -0.4 -0.4 -0.330
C -1.89753 -2.16881 1.85848 0.1 -0.2 1.8 -0.340
C -2.37646 -3.12723 2.71746 1.0 1.5 -0.8 -0.729
N -1.74487 -2.88003 3.93332 -1.9 -3.0 1.4 -0.104
H -0.98337 -2.32372 6.58188 0.9 1.0 -0.4 0.228
H 0.59409 -0.97844 8.09777 0.0 0.0 -0.4 0.421
H 2.00847 0.66301 6.36029 -0.1 -0.2 0.1 0.418
H -2.16568 -1.97951 0.84283 0.0 0.0 -0.3 0.495
H -3.03415 -3.94752 2.55506 -0.3 -0.3 0.0 0.425
H -1.89161 -3.47585 4.76973 0.3 0.8 -1.1 0.234
```
Forces are in eV/Å.

The following is a quantum chemistry calculation of an isolated molecule of C24H26N2O3, from OMol25.

Properties
SMILES: CCCOc1ccc(-c2cc(C(=O)NC[C@H]3CCCO3)c3ccccc3n2)cc1
Relative energy (zero: lowest compared OMol25 entry of this formula, charge and spin): 12.6 kcal per mole
Kohn-Sham gap: 0.2952 Ha
E_HOMO: -7.948 eV
LUMO level: 0.084 eV
F_max: 0.0129 Eh/bohr
DFT total energy: -34433.539 eV

```
55
Properties=species:S:1:pos:R:3:forces:R:3:nbo_charge:R:1
C 9.86282 0.09806 -0.71806 -0.2 0.1 0.1 -0.606
C 8.71544 0.92858 -0.15982 -0.3 -0.2 0.0 -0.408
C 7.38058 0.20547 -0.30572 0.4 0.0 -0.1 -0.059
O 6.37605 1.04043 0.23387 -0.2 0.1 0.1 -0.493
C 5.08861 0.61164 0.23005 -0.3 0.1 0.1 0.315
C 4.64852 -0.60618 -0.28276 0.4 0.1 0.0 -0.270
C 3.30765 -0.93109 -0.22992 -0.2 0.2 0.1 -0.152
C 2.36888 -0.06064 0.31927 0.5 0.0 -0.1 -0.125
C 0.95770 -0.45385 0.34923 -0.5 -0.3 0.0 0.226
C -0.07848 0.50627 0.44598 -0.4 -0.1 0.0 -0.210
C -1.38818 0.10262 0.45657 0.5 -0.1 0.2 -0.073
C -2.44704 1.15978 0.51699 0.0 0.0 -0.4 0.652
O -2.42368 2.06486 1.32667 0.0 0.1 0.2 -0.612
N -3.37406 1.07050 -0.46841 -0.1 -0.1 -0.2 -0.605
C -4.55079 1.90389 -0.47322 -0.3 -0.2 0.3 -0.246
C -5.72235 1.19939 0.23126 0.3 0.5 0.1 0.085
C -7.01760 2.02868 0.19411 0.1 -0.2 0.0 -0.432
C -8.07650 1.00938 -0.22766 0.2 -0.1 -0.1 -0.426
C -7.24442 0.04105 -1.06496 -0.4 0.0 -0.2 -0.065
O -6.00025 -0.04681 -0.40291 0.3 -0.1 0.1 -0.544
C -1.68631 -1.28647 0.42485 0.4 -0.1 -0.1 -0.035
C -2.97997 -1.83658 0.52804 -0.2 -0.2 0.0 -0.215
C -3.16335 -3.19200 0.47583 -0.2 0.3 0.0 -0.216
C -2.07071 -4.05875 0.32350 0.3 -0.1 0.0 -0.193
C -0.80116 -3.56070 0.24412 -0.2 -0.1 0.0 -0.197
C -0.57369 -2.16876 0.30499 -0.6 0.2 0.0 0.147
N 0.69704 -1.73854 0.25514 0.5 0.2 0.1 -0.421
C 2.81933 1.15445 0.83910 0.0 -0.2 -0.1 -0.159
C 4.15483 1.48319 0.79699 0.3 0.0 -0.1 -0.263
H 10.80336 0.63037 -0.60436 0.1 0.0 0.0 0.216
H 9.93954 -0.85147 -0.19293 0.1 -0.1 0.0 0.203
H 9.70915 -0.10641 -1.77537 0.1 -0.1 -0.1 0.203
H 8.88278 1.13886 0.89754 0.0 0.1 0.0 0.206
H 8.65243 1.88357 -0.68359 0.0 0.0 0.0 0.206
H 7.41002 -0.75129 0.23446 0.0 0.1 -0.1 0.171
H 7.17678 0.00257 -1.36670 0.0 0.0 0.1 0.170
H 5.34180 -1.30569 -0.72314 0.1 0.0 0.0 0.212
H 2.96229 -1.87495 -0.62162 0.0 -0.1 0.0 0.232
H 0.14659 1.56047 0.47424 0.0 0.1 0.0 0.230
H -3.42121 0.22971 -1.02320 0.1 0.0 0.1 0.409
H -4.30476 2.82353 0.06172 -0.1 0.0 -0.1 0.238
H -4.81897 2.13253 -1.50821 0.0 0.1 0.1 0.197
H -5.41564 0.97123 1.26007 0.0 0.1 -0.1 0.188
H -7.23234 2.48538 1.15671 0.0 0.1 0.0 0.226
H -6.92995 2.81802 -0.55379 0.0 0.1 0.0 0.203
H -8.89494 1.45186 -0.78996 -0.1 0.0 0.0 0.217
H -8.47825 0.49362 0.64470 0.0 0.0 0.0 0.207
H -7.66042 -0.96571 -1.12149 0.0 0.1 -0.1 0.194
H -7.10858 0.43014 -2.08525 0.0 -0.1 0.1 0.157
H -3.83375 -1.18945 0.66355 -0.1 0.0 0.0 0.224
H -4.15943 -3.60129 0.55655 -0.1 0.0 0.0 0.215
H -2.24212 -5.12455 0.28155 0.0 -0.1 0.0 0.213
H 0.05830 -4.20550 0.14791 0.1 -0.1 0.0 0.225
H 2.12752 1.83943 1.30460 -0.1 0.1 0.0 0.214
H 4.51085 2.41712 1.20290 0.0 0.1 0.1 0.224
```
Forces are in eV/Å.